ORCA calculation (the ωB97M-V functional and the def2-TZVPD basis) on a structure of composition C12H24AlBeClF5Mg2O11P2 in a non-equilibrium geometry.

XYZ file:
```
59
Properties=species:S:1:pos:R:3:nbo_charge:R:1
C 2.4274 -1.4809 -2.1765 -0.61
C 1.0092 -2.0659 -1.8059 -0.43
C -0.2178 -1.1989 -2.2659 -0.51
C -1.5401 -2.0000 -1.9099 -0.63
P -0.2576 0.5822 -1.5385 0.52
F -0.6472 1.5990 -2.8967 -0.62
H 2.8413 -0.9904 -1.2719 0.24
H 3.0770 -2.3462 -2.4376 0.28
H 2.4421 -0.8104 -3.0781 0.10
H 0.9558 -2.2481 -0.7083 0.25
H 0.8960 -3.0623 -2.2863 0.26
H -0.1604 -1.1187 -3.4110 0.11
H -1.2348 -2.9580 -1.4261 0.25
H -2.1027 -2.2716 -2.8215 0.27
H -2.1349 -1.4367 -1.1841 0.24
H 1.0390 1.0256 -1.1111 0.03
C 4.9261 3.5252 -3.6200 -0.12
C 4.0123 2.3933 -4.0225 -0.08
O 4.5120 1.2943 -3.2990 -0.50
C 5.1801 1.7966 -2.2123 0.96
O 5.5646 1.1382 -1.3112 -0.53
O 5.3205 3.1387 -2.3068 -0.45
H 4.4231 4.4913 -3.6080 0.24
H 5.8121 3.5949 -4.2555 0.23
H 2.9703 2.5669 -3.7226 0.17
H 4.0408 2.1834 -5.1293 0.08
Mg 0.8785 0.5183 -3.6081 1.45
C 3.8386 0.4637 2.3121 -0.11
C 3.1456 1.4169 1.3828 -0.11
O 2.0088 0.6465 0.9480 -0.52
C 1.7717 -0.2851 1.9013 1.01
O 0.7887 -0.9910 1.9423 -0.69
O 2.7523 -0.3367 2.7981 -0.41
H 4.3468 0.9690 3.1302 0.25
H 4.5517 -0.1841 1.7976 0.21
H 2.7897 2.3164 1.8896 0.21
H 3.7690 1.7078 0.5396 0.22
C -3.5023 -0.6970 1.3629 -0.64
C -3.0371 -0.5365 2.8008 -0.16
O -2.0914 -1.5613 3.1298 -0.60
H -3.9590 -1.6765 1.2119 0.31
H -4.2255 0.0723 1.0932 0.33
H -2.6605 -0.6351 0.6718 -0.05
H -3.8849 -0.6236 3.4878 0.34
H -2.5603 0.4553 2.9641 0.13
H -1.3399 -1.4780 2.5377 0.36
Cl -2.6009 0.7875 -0.9049 -0.49
O -8.5996 -0.0248 1.0220 -0.73
P -7.0976 -0.0444 0.7407 2.39
O -6.8128 0.7665 -0.5249 -0.86
O -6.6162 -1.4832 0.5315 -0.89
O -6.3437 0.5610 1.9265 -0.89
Be 2.5477 1.9835 -5.7795 0.41
F -2.9095 -0.0655 6.8931 -0.80
Al -3.9440 -1.4699 6.6950 2.17
F -3.0281 -2.7429 5.9070 -0.80
F -5.2979 -1.0370 5.6747 -0.79
F -4.5097 -2.0193 8.2526 -0.78
Mg -1.3225 -0.1145 1.0895 1.75
```

Computed properties:
Charge: +1
Frontier orbital gap (eV): 1.740